The following is a quantum chemistry calculation of a cluster of 7 separate species, C26H63N4O12 in total in a non-equilibrium geometry, from the Open Molecules 2025 dataset.

Last column: Mulliken charge in e.
Positions of all 105 atoms, in Å:
H: 19.2499 12.5094 15.7645  0.281
H: 10.5791 9.0112 8.7312  0.432
C: 17.3954 10.2021 12.0011  1.095
O: 18.2054 14.1433 16.1829  -0.449
C: 8.4183 9.8918 10.2143  -0.587
C: 11.1114 19.0650 15.6224  -0.687
H: 16.8864 12.2450 11.7450  -0.399
O: 12.4602 18.7828 15.1908  -0.452
H: 13.7217 10.0454 7.6026  0.370
H: 17.7653 11.4946 13.7737  -0.241
C: 17.0613 9.2432 14.9338  -0.329
H: 9.5267 11.7079 9.9156  0.425
H: 14.0650 9.7477 17.5735  0.300
H: 13.5382 11.8800 6.3097  0.336
H: 18.2909 16.3243 14.5760  0.525
H: 13.7733 6.7030 11.2565  0.390
H: 10.8274 20.1090 15.4906  0.271
H: 11.4882 16.8077 11.8879  0.364
C: 12.8513 17.4610 15.0078  -0.390
C: 9.7485 10.6476 10.0368  -0.549
H: 16.7274 13.6742 14.8464  0.096
H: 17.3793 8.7649 10.4879  0.441
H: 11.9505 14.6409 13.3127  0.399
H: 13.9346 17.5103 14.8971  -0.046
H: 19.0413 9.1850 10.8511  0.377
C: 12.6810 10.3457 7.4806  -0.589
H: 15.4322 15.7078 15.2873  0.284
H: 14.2531 8.2047 11.7922  0.382
O: 12.9543 7.1349 16.6480  -0.766
H: 13.0857 7.9151 8.9322  0.327
C: 12.9071 8.3170 9.9295  -0.522
H: 11.0376 16.3816 14.2106  0.441
C: 17.4571 15.6331 14.4528  0.191
C: 12.2068 12.0763 9.0807  -0.399
H: 11.5858 18.1300 12.6391  0.411
C: 10.6280 10.0921 8.8635  -1.129
N: 12.0289 17.2224 12.6334  -0.029
N: 17.2115 11.4803 11.1709  0.066
O: 14.2270 16.6367 9.4294  -0.763
H: 7.6555 10.4767 12.2341  0.356
O: 14.5990 16.4592 11.5517  -0.876
O: 13.6950 12.1438 12.3260  -0.824
H: 16.8502 10.1151 15.5529  0.002
H: 19.0535 12.7646 17.5202  0.325
C: 17.6738 14.2150 14.8518  -0.234
O: 15.4935 13.3045 12.7118  0.012
O: 13.9055 8.8535 17.8844  -0.493
C: 12.5630 11.6708 6.7493  -0.750
O: 13.5326 8.9643 15.7282  -0.627
C: 14.2992 15.9533 10.4642  0.546
H: 16.3306 15.3571 12.6627  -0.324
H: 12.6014 10.1875 10.9458  0.457
C: 7.4044 10.5772 11.1782  -1.349
H: 17.7086 12.1450 16.3806  0.190
C: 13.4688 8.2971 16.7196  0.615
O: 13.8429 14.6987 10.4112  -0.268
H: 11.8152 11.5795 5.9615  0.324
N: 17.1834 15.8105 12.9580  0.094
C: 18.5568 12.8080 16.5509  -0.626
H: 8.0346 9.7990 9.1983  0.384
C: 12.0993 16.5260 14.0106  0.198
C: 18.1668 10.5992 13.2992  -0.221
O: 18.2292 9.5027 14.1817  -0.460
H: 12.5093 13.7220 7.6537  0.490
H: 12.6173 17.0917 16.0063  0.547
H: 18.2053 13.6618 14.0775  0.347
H: 11.0177 13.0373 7.4802  0.349
C: 12.9303 9.7827 9.9887  -0.311
C: 12.0408 12.7394 7.7097  -0.812
H: 10.2976 10.6043 10.9774  0.242
H: 12.0802 9.5563 7.0291  0.414
H: 18.1829 8.2474 12.0523  0.365
H: 13.2300 12.2685 9.4036  0.065
H: 11.6566 12.5856 9.8719  0.385
H: 6.4166 10.1222 11.1051  0.378
C: 14.0134 7.6902 10.8616  -1.406
O: 14.8225 11.6739 14.0527  -0.224
H: 15.0222 7.6706 10.4491  0.300
H: 12.5428 14.5465 14.8518  0.578
H: 13.7094 15.1160 13.5588  -0.197
H: 16.3603 10.0200 12.2900  -0.077
H: 11.1087 18.8803 16.6967  0.322
H: 17.2703 8.4541 15.6561  0.384
C: 16.3710 16.2564 15.3636  -1.694
H: 8.5454 8.8421 10.4788  0.388
H: 10.3532 18.4216 15.1760  0.278
C: 12.6901 15.1326 13.9446  -1.081
C: 14.6810 12.4163 13.0423  0.322
C: 18.0602 9.0249 11.2983  -1.605
H: 17.9412 15.3376 12.4866  0.403
H: 13.8755 14.3601 11.3089  0.163
H: 13.9487 10.1642 9.9148  0.072
H: 16.2593 17.3141 15.1250  0.529
H: 17.9876 11.8373 10.6321  0.466
H: 7.2459 11.6462 11.0354  0.354
H: 16.2045 8.8917 14.3590  0.188
H: 12.9609 17.2129 12.2442  0.137
H: 19.2115 10.9043 13.2398  0.341
H: 11.9728 7.8526 10.2450  0.365
H: 14.0221 11.1661 13.9009  0.121
H: 10.3180 10.5071 7.9045  0.685
H: 17.2872 16.7384 12.5729  0.442
N: 12.0891 10.5103 8.9069  0.761
H: 16.8019 16.1588 16.3600  0.515
H: 16.4168 11.3786 10.5559  0.382

Properties
DFT total energy: -58503.475 eV
E_HOMO: -7.3 eV
Frontier orbital gap: 4.2 eV
Net charge: +1
Molecular weight: 623.81 g mol⁻¹